(1)
ORCA calculation (the ωB97M-V functional and the def2-TZVPD basis) on a molecular structure, C7H10BF4NPm in a non-equilibrium geometry.

Calculated values
**ΔE to the lowest compared entry with this formula, charge and spin**: 31.2 kcal per mole
**Total energy**: -37018.0797 eV
**Net charge**: -1
**Expectation value of S²**: 6.008
**2S+1**: 5
**Kohn-Sham gap (spin up / spin down)**: 6.29 / 6.23 eV
**LUMO (spin up / spin down)**: 2.919 / 2.916 eV
**Maximum force**: 2.72 eV Å⁻¹

The geometry in XYZ format:
```
24
C7H10BF4NPm | the Open Molecules 2025 dataset | the ωB97M-V functional and the def2-TZVPD basis
H -2.03 -2.06 -1.29
C -0.92 -2.06 -1.27
H -1.59 2.34 -1.62
B 1.63 0.88 3.16
N 0.24 1.90 -0.75
F 1.33 -0.27 3.88
C 1.27 -1.38 -1.66
C 1.27 -2.19 -0.47
F 2.92 1.03 2.69
H -0.41 -0.70 -3.01
H 0.85 2.59 -1.21
H -1.37 2.94 0.09
C -2.15 0.99 -0.10
H -2.43 0.98 0.97
H 2.11 -2.27 0.26
C -1.24 2.09 -0.61
F 0.94 0.51 1.86
H -2.78 0.45 -0.82
F 0.90 2.03 3.45
C -0.07 -1.32 -2.16
C -0.10 -2.60 -0.21
H 2.14 -0.82 -2.06
Pm -0.04 -0.04 0.16
H -0.48 -3.04 0.74
```

(2)
ORCA calculation (the ωB97M-V functional and the def2-TZVPD basis) on a molecular structure, C7H10BaN2O4S in a non-equilibrium geometry.

Calculated values
**Total energy**: -30101.6674 eV
**Net charge**: +2
**Kohn-Sham gap**: 5.97 eV
**LUMO**: -9.333 eV
**Maximum force**: 1.80 eV Å⁻¹

The geometry in XYZ format:
```
25
C7H10BaN2O4S | the Open Molecules 2025 dataset | the ωB97M-V functional and the def2-TZVPD basis
C 1.70 0.35 0.97
H 0.82 0.66 1.53
C -1.42 1.90 0.89
H 1.51 -1.46 1.99
C -1.51 -0.36 0.80
H 2.33 -1.60 0.55
C 1.52 0.55 -0.53
C 0.26 -0.10 -1.13
H 2.49 1.05 1.24
O -1.09 2.93 1.34
H 0.24 0.28 -2.16
Ba 0.20 -0.66 -4.02
H -1.83 -0.19 -1.28
O -1.83 0.80 1.55
H -0.74 -0.92 1.30
O -1.39 1.60 -0.48
N -2.71 -1.17 0.63
C -2.55 -2.29 0.19
H 0.34 -1.20 -1.20
O 1.57 1.88 -0.95
H 2.39 0.07 -1.00
S -2.35 -3.70 -0.45
C -1.10 0.24 -0.56
H 1.05 2.46 -0.36
N 2.12 -1.00 1.33
```

(3)
ORCA calculation (the ωB97M-V functional and the def2-TZVPD basis) on a molecular structure, C7H10BrCeN in a non-equilibrium geometry.

Calculated values
**Total energy**: -91883.9087 eV
**Net charge**: -1
**Expectation value of S²**: 0.751
**2S+1**: 2
**Kohn-Sham gap (spin up / spin down)**: 6.10 / 6.39 eV
**LUMO (spin up / spin down)**: 3.115 / 3.096 eV
**Maximum force**: 2.26 eV Å⁻¹

The geometry in XYZ format:
```
20
C7H10BrCeN | the Open Molecules 2025 dataset | the ωB97M-V functional and the def2-TZVPD basis
H 0.89 -2.07 -1.17
C 1.22 1.85 -0.73
C 0.87 -1.90 -0.07
H 2.31 1.94 -0.72
H -1.01 -3.02 -0.24
H 0.88 0.06 -2.06
C -0.93 1.09 -1.20
Ce 0.20 0.21 1.03
C 0.46 0.87 -1.46
H 0.55 3.54 0.60
H -2.23 -1.67 1.12
C 0.28 2.68 -0.03
H 1.77 -2.29 0.43
H -0.12 -3.22 1.31
N -1.24 -1.42 1.07
C -1.04 2.21 -0.32
H -1.97 2.63 0.06
C -0.41 -2.48 0.52
H -1.75 0.51 -1.62
Br 1.27 0.48 3.47
```

(4)
ORCA calculation (the ωB97M-V functional and the def2-TZVPD basis) on a molecular structure, C7H10Cl10F18NO4P2S2V in a non-equilibrium geometry.

Calculated values
**ΔE to the lowest compared entry with this formula, charge and spin**: 0.0 kcal per mole
**Total energy**: -257191.8093 eV
**Net charge**: -1
**Expectation value of S²**: 3.753
**2S+1**: 4
**Kohn-Sham gap (spin up / spin down)**: 9.60 / 10.29 eV
**LUMO (spin up / spin down)**: 1.707 / 1.602 eV
**Maximum force**: 2.15 eV Å⁻¹

The geometry in XYZ format:
```
55
C7H10Cl10F18NO4P2S2V | the Open Molecules 2025 dataset | the ωB97M-V functional and the def2-TZVPD basis
Cl 2.89 -3.50 1.49
H 3.12 -2.58 -0.64
O -0.51 3.29 -0.92
Cl 2.38 5.65 5.52
H 0.14 -4.21 -0.23
F 3.68 3.36 -3.78
C -1.49 -0.97 0.26
F 1.89 4.72 -3.73
F 2.40 -2.35 -3.44
V 0.67 1.24 -2.52
C 0.92 4.90 4.86
F 2.10 3.29 0.21
H 1.22 4.45 3.93
Cl -4.90 -2.69 1.96
C 1.11 3.16 1.09
H -1.74 -0.46 4.36
F 2.17 3.23 -5.48
F -0.73 -1.98 -4.00
F -2.43 -0.03 0.06
H -2.22 0.77 3.14
C -5.47 -1.71 0.65
F 0.82 -0.81 -2.79
N 0.28 1.00 -0.47
P 2.12 3.19 -3.93
Cl -1.10 1.68 5.05
H 0.52 4.21 5.59
C -0.61 -4.99 -0.33
Cl -0.14 -6.06 -1.65
C 3.47 -3.48 -0.18
P 0.84 -2.24 -3.75
F 0.85 -3.56 -4.62
H -1.57 -4.57 -0.58
O -1.38 2.25 1.10
O 0.19 0.10 1.94
S -0.32 2.42 0.19
H 3.04 -4.33 -0.70
H -4.62 -1.26 0.15
C -2.13 0.54 4.19
F 2.05 2.87 -2.28
F 2.24 1.52 -3.99
F 1.16 -1.30 -5.00
Cl -0.36 6.09 4.58
F 0.47 2.98 -3.93
F 1.52 2.41 2.10
F 0.51 -3.05 -2.41
Cl -0.73 -5.86 1.21
S 0.20 -0.26 0.58
O 1.08 -1.31 0.18
F -1.46 -1.75 -0.82
H -6.18 -0.97 1.00
Cl -3.79 0.53 4.88
Cl -6.29 -2.68 -0.60
F 0.72 4.35 1.51
Cl 5.23 -3.54 -0.29
F -1.83 -1.69 1.33
```

(5)
ORCA calculation (the ωB97M-V functional and the def2-TZVPD basis) on a molecular structure, C7H10Cl2OSi in a non-equilibrium geometry.

Calculated values
**ΔE to the lowest compared entry with this formula, charge and spin**: 66.9 kcal per mole
**Total energy**: -42386.7251 eV
**Kohn-Sham gap (spin up / spin down)**: 7.23 / 7.23 eV
**LUMO (spin up / spin down)**: -0.775 / -0.776 eV
**Maximum force**: 3.62 eV Å⁻¹

The geometry in XYZ format:
```
21
C7H10Cl2OSi | the Open Molecules 2025 dataset | the ωB97M-V functional and the def2-TZVPD basis
C -0.90 -1.57 -0.93
H 0.54 -0.34 2.84
H -3.40 -0.23 0.96
H -3.07 0.55 -0.36
H -2.73 1.34 1.13
H -0.59 -1.66 2.61
H -1.50 -2.50 -0.56
Si -0.75 -0.28 0.47
H 0.12 -1.88 -1.36
C 2.60 0.49 -1.49
H 1.69 2.92 0.47
Cl 3.20 0.23 -3.07
O 0.93 1.95 -2.37
C 1.30 1.99 0.10
C 0.13 -0.99 2.14
C 0.62 0.96 0.26
H 0.91 -1.67 1.81
H -1.52 -1.13 -1.80
C 1.55 1.42 -1.44
C -2.65 0.39 0.61
Cl 3.52 0.00 -0.02
```

(6)
ORCA calculation (the ωB97M-V functional and the def2-TZVPD basis) on 2 unconnected molecules or ions with the total composition C7H10Cl3N3O4PS.

Calculated values
**ΔE to the lowest compared entry with this formula, charge and spin**: 0.0 kcal per mole
**Total energy**: -77773.5938 eV
**Net charge**: -1
**Kohn-Sham gap**: 7.19 eV
**LUMO**: 2.292 eV
**Maximum force**: 0.99 eV Å⁻¹

The geometry in XYZ format:
```
29
C7H10Cl3N3O4PS | the Open Molecules 2025 dataset | the ωB97M-V functional and the def2-TZVPD basis
H 1.29 -1.40 0.46
Cl 3.66 -0.98 1.22
H -2.92 -2.39 -0.95
P -2.80 -1.41 -1.98
C -1.28 -0.52 -1.54
N -1.21 2.19 3.72
N -1.69 3.49 3.61
H -2.50 -2.13 -3.15
H -2.48 4.48 1.88
H -1.04 -1.90 -0.02
N -0.48 -1.38 -0.68
C -2.06 3.63 2.38
O -1.89 2.50 1.65
O -4.03 -0.60 -2.16
C 0.34 0.48 0.80
H -1.62 0.41 -1.08
O 0.32 -0.93 -3.27
H 5.81 -0.76 0.32
Cl 4.60 -1.77 -1.40
C -1.35 1.65 2.55
C 5.05 -1.53 0.28
Cl 5.73 -3.01 0.97
H 1.25 -0.33 -0.91
H 1.20 0.80 1.38
O -0.97 0.91 -3.38
H -0.05 1.31 0.22
C -0.55 -0.14 -2.87
C 0.65 -0.72 -0.09
S -0.97 0.04 2.01
```

Question: Which of these has the lowest total energy?
Answer: C7H10Cl10F18NO4P2S2V

Copy entry 2 word for word.
ORCA calculation (the ωB97M-V functional and the def2-TZVPD basis) on a molecular structure, C7H10BaN2O4S in a non-equilibrium geometry.

Calculated values
**Total energy**: -30101.6674 eV
**Net charge**: +2
**Kohn-Sham gap**: 5.97 eV
**LUMO**: -9.333 eV
**Maximum force**: 1.80 eV Å⁻¹

The geometry in XYZ format:
```
25
C7H10BaN2O4S | the Open Molecules 2025 dataset | the ωB97M-V functional and the def2-TZVPD basis
C 1.70 0.35 0.97
H 0.82 0.66 1.53
C -1.42 1.90 0.89
H 1.51 -1.46 1.99
C -1.51 -0.36 0.80
H 2.33 -1.60 0.55
C 1.52 0.55 -0.53
C 0.26 -0.10 -1.13
H 2.49 1.05 1.24
O -1.09 2.93 1.34
H 0.24 0.28 -2.16
Ba 0.20 -0.66 -4.02
H -1.83 -0.19 -1.28
O -1.83 0.80 1.55
H -0.74 -0.92 1.30
O -1.39 1.60 -0.48
N -2.71 -1.17 0.63
C -2.55 -2.29 0.19
H 0.34 -1.20 -1.20
O 1.57 1.88 -0.95
H 2.39 0.07 -1.00
S -2.35 -3.70 -0.45
C -1.10 0.24 -0.56
H 1.05 2.46 -0.36
N 2.12 -1.00 1.33
```

Question: Among the records above, which one has the lowest total energy?
Answer: C7H10Cl10F18NO4P2S2V